<w>
# H9O4S

A 5-piece molecular cluster, H9O4S overall (wB97M-V/def2-TZVPD, OMol25).

Values from the calculation:
HOMO level, eV: -3.66
Total charge: -1
Multiplicity: 1
Frontier orbital gap, eV: 7.15

Last column: Löwdin charge in e.
Positions of all 14 atoms, in Å:
S -0.788 1.808 1.082  0.02
H -2.015 1.304 1.314  -0.37
H 1.615 0.397 1.383  -0.05
H 0.840 0.467 2.667  -0.04
O 1.597 0.012 2.258  -0.14
H -0.935 1.799 -1.123  -0.12
H -0.754 0.557 -1.792  -0.04
O -1.159 1.407 -2.018  -0.17
H 0.644 -0.444 -1.921  0.02
H 1.100 -0.346 -0.364  -0.02
O 1.328 -0.611 -1.262  -0.09
H -0.617 -2.792 -0.435  0.03
H -0.177 -1.712 0.511  0.03
O -0.680 -1.847 -0.302  -0.07

---

<x>
# H9O4S

A 5-piece molecular cluster, H9O4S overall (wB97M-V/def2-TZVPD, OMol25).

Values from the calculation:
HOMO level, eV: -3.72
Total charge: -1
Multiplicity: 1
Frontier orbital gap, eV: 7.46

Last column: Löwdin charge in e.
Positions of all 14 atoms, in Å:
S 0.009 -0.536 -0.357  0.08
H -0.342 0.323 -1.363  -0.35
H -0.851 -1.182 3.005  0.01
H -0.211 -1.011 1.688  -0.15
O -0.306 -1.697 2.407  -0.17
H 0.184 2.079 -0.491  -0.06
H 0.844 3.048 -1.455  0.01
O 0.943 2.678 -0.577  -0.12
H -2.704 -0.607 1.198  -0.02
H -2.727 -2.015 1.384  0.02
O -3.313 -1.322 1.048  -0.10
H 3.475 0.364 -2.033  0.01
H 2.194 -0.119 -1.850  -0.06
O 2.804 -0.002 -2.603  -0.11

---

Most stable of them? <x>.

---

<w>
# C3H14N2O3

A 3-piece molecular cluster, C3H14N2O3 overall (wB97M-V/def2-TZVPD, OMol25).

Values from the calculation:
HOMO level, eV: -9.42
Multiplicity: 1
SMILES string: NCCNCO.O.O
Frontier orbital gap, eV: 10.00

Last column: Löwdin charge in e.
Positions of all 22 atoms, in Å:
C -0.696 1.354 -0.801  -0.22
N 0.372 0.765 0.011  -0.06
C 1.061 1.700 0.858  -0.30
O 1.622 0.981 1.964  -0.07
C -1.161 0.350 -1.833  -0.27
N -2.146 -0.626 -1.343  -0.01
H -0.368 2.260 -1.288  0.11
H -1.555 1.582 -0.151  0.12
H -0.058 0.105 0.650  0.08
H 1.875 2.182 0.305  0.12
H 0.417 2.444 1.342  0.12
H 2.147 0.248 1.585  0.07
H -1.565 0.772 -2.744  0.10
H -0.289 -0.217 -2.165  0.11
H -1.715 -1.497 -1.064  0.05
H -2.739 -0.296 -0.596  0.06
H 1.728 -2.564 0.827  0.03
H 1.698 -1.545 -0.288  0.04
O 2.256 -1.856 0.438  -0.05
H -1.139 -2.157 1.421  0.04
H 0.459 -1.646 1.399  -0.01
O -0.204 -2.342 1.472  -0.05

---

<x>
# C3H14N2O3

A 4-piece molecular cluster, C3H14N2O3 overall (wB97M-V/def2-TZVPD, OMol25).

Values from the calculation:
HOMO level, eV: -9.05
Multiplicity: 1
SMILES string: CC/N=C\N.O.O.O
Frontier orbital gap, eV: 9.47

Last column: Löwdin charge in e.
Positions of all 22 atoms, in Å:
C -1.122 2.777 -0.423  -0.13
C -1.079 2.050 0.902  -0.30
N -0.765 -0.443 2.441  0.08
C -1.726 -0.192 1.505  -0.32
N -1.852 0.803 0.722  0.00
H -0.515 2.513 -1.292  0.07
H -1.123 3.860 -0.261  0.06
H -2.123 2.572 -0.835  0.07
H -1.605 2.595 1.692  0.11
H -0.031 1.816 1.157  0.09
H -0.906 -1.186 3.099  0.08
H -0.228 0.320 2.831  0.08
H -2.488 -0.968 1.475  0.11
H 4.402 -1.608 -1.975  0.02
H 3.782 -2.468 -3.078  0.03
O 4.180 -2.512 -2.202  -0.06
H 3.854 -0.152 1.231  0.03
H 3.842 1.215 0.673  0.04
O 4.424 0.439 0.734  -0.06
H -3.732 -3.940 -3.000  0.05
H -2.204 -3.828 -2.971  0.03
O -2.984 -3.664 -2.424  -0.08

---

Most stable of them? <w>.